The following is a DFT calculation (the ωB97M-V functional and the def2-TZVPD basis) of 2 unconnected molecules or ions with the total composition C4H9N2O.

XYZ file:
```
16
Properties=species:S:1:pos:R:3:forces:R:3
O -1.886509 -2.419905 0.473939 -0.3 -0.5 -0.2
N 0.190810 -0.367725 0.449942 0.0 0.0 -0.1
N 2.147919 0.095510 -0.302964 -0.2 0.4 0.1
C -1.076223 1.803372 -0.155559 0.3 -0.9 -0.1
C 0.121279 0.911559 -0.045948 0.0 0.6 -0.8
C 1.355899 1.205966 -0.533749 0.1 -0.9 -0.3
C 1.434951 -0.833744 0.321715 0.6 0.7 0.4
H -0.779402 2.613525 -0.807912 -0.2 0.3 0.0
H -2.826497 -2.606666 0.318166 0.2 0.5 0.1
H 3.128942 0.028851 -0.526483 0.1 -0.1 0.2
H -0.616572 -0.978199 0.568912 -0.3 -0.1 0.6
H 1.917099 -1.566895 0.944052 -0.4 -0.8 -0.5
H -1.886208 1.256971 -0.636152 -0.2 0.1 0.1
H 1.665998 1.975457 -1.209162 0.1 0.4 0.2
H -1.505785 -3.295008 0.323945 0.2 0.1 0.1
H -1.385701 2.176933 0.817257 -0.1 0.0 0.0
```
Forces are in eV/Å.

Its relative energy (zero: lowest compared OMol25 entry of this formula, charge and spin) is 23.1 kJ/mol. The net charge is +1. The calculation puts the frontier orbital gap at 10.7 eV. The calculation puts the max |F| at 1.0 eV/A.

These are the Löwdin partial charges, in e, on atoms 1 to 2:
1 O -0.05
2 N 0.16

The following is a DFT calculation (the ωB97M-V functional and the def2-TZVPD basis) of a molecular structure, C33H29IN6O5Pt.

XYZ file:
```
75
Properties=species:S:1:pos:R:3:forces:R:3
Pt -1.621423 -0.285584 -1.212975 2.9 -0.5 -1.1
I -4.019269 -0.911800 -0.054347 1.2 -0.2 -0.4
O 1.802698 -4.633132 -2.183077 0.3 0.1 0.7
O 0.527765 -0.079728 -1.872052 -3.6 0.3 -1.6
O -1.860856 -0.940744 -3.329936 -2.6 1.6 1.8
O 2.616600 -0.451625 -1.236386 -0.6 0.1 -0.5
O -0.756277 5.401492 2.590306 -0.4 0.3 0.2
N -0.306765 -0.166973 0.735979 -1.0 0.0 -0.7
N 0.404231 -1.956069 -5.786659 0.7 0.3 -2.1
N -1.161785 5.056006 0.389730 -0.5 0.4 -0.7
N -1.423720 -2.556437 -1.124653 1.0 2.7 -0.5
N -1.860835 1.957873 -1.426919 0.2 -2.0 -0.1
N 0.474670 3.815276 1.472731 -1.3 0.8 -1.3
C 0.145262 -0.496392 3.042055 0.0 0.0 -0.2
C -0.511543 4.795881 1.587514 1.4 -0.9 0.3
C -1.514898 4.183236 -0.622064 -0.1 -0.2 -0.1
C 2.855980 2.257156 4.531154 -0.5 0.2 -0.8
C 1.877121 -0.802871 1.427725 -0.4 0.0 -0.2
C 3.753888 1.800767 5.616323 0.1 -0.2 0.6
C -0.923840 -1.579534 -3.840136 3.2 -1.3 -1.1
C -1.460248 2.792754 -0.477661 0.3 0.1 0.9
C -0.385061 -1.169365 -5.149340 -0.7 0.5 2.0
C 3.194176 2.074521 3.181048 -0.1 0.1 1.0
C -0.608007 -3.158090 -1.929447 -0.1 -0.1 0.1
C -0.260775 -2.729778 -3.248195 -0.3 0.6 -0.7
C -0.712342 -0.180633 2.001069 -0.2 0.1 0.5
C -2.341616 2.434910 -2.568139 -0.3 -0.1 -0.8
C -1.136541 -4.152551 0.730872 -0.1 0.3 -0.4
C -3.268063 -2.970430 2.054495 -0.2 0.2 -0.2
C -0.721861 0.162095 -5.700157 -0.3 0.0 -0.3
C 0.895154 -3.086405 -5.326350 -0.5 -0.2 0.9
C 1.429863 -0.322613 -1.021900 1.6 -0.7 3.0
C 1.222840 3.285463 2.499743 1.0 -0.8 1.4
C 0.960209 -0.443500 0.450817 0.9 -0.2 -0.7
C 0.834769 3.401053 3.845780 -0.1 0.1 -0.7
C 1.645227 2.900820 4.833761 0.8 -0.5 -0.1
C 2.398839 2.580766 2.182367 -1.0 0.6 -0.1
C -2.428234 3.802291 -2.805593 0.0 -0.2 0.3
C -1.556988 -4.645154 1.950230 -0.2 0.1 0.2
C -2.865860 -2.506246 0.815149 0.0 0.0 -0.2
C -1.783802 -3.068348 0.116599 -0.7 -0.5 1.4
C -2.018459 4.686527 -1.828525 0.1 -0.3 0.1
C -2.609826 -4.047616 2.627615 0.1 -0.1 -0.1
C 1.349839 -4.732973 -3.505043 -0.2 0.1 -0.3
C 0.669693 -3.467802 -4.007761 -0.2 -0.6 0.1
C 1.456041 -0.840643 2.744625 -0.1 0.1 -0.1
H 1.467684 -3.681610 -6.024384 0.3 0.0 0.1
H -0.101164 -4.066412 -1.607702 -0.5 -0.2 0.0
H -1.111413 2.343688 0.441387 0.0 0.1 0.0
H -1.748656 0.074260 2.177700 -0.1 0.0 0.1
H -0.204700 -0.494015 4.060768 -0.1 0.1 0.1
H -0.287836 -4.616116 0.250480 0.1 0.0 0.0
H 3.315021 0.952678 6.147807 0.1 -0.1 0.0
H 1.362934 3.023796 5.868354 0.0 0.0 0.1
H 0.834348 3.644813 0.541957 -0.1 0.1 0.1
H -0.300057 0.945101 -5.070652 0.1 0.0 0.2
H -2.082675 5.754089 -1.979793 0.0 0.1 0.0
H 0.631295 -5.561142 -3.514982 0.1 0.1 -0.1
H 4.109297 1.561356 2.924852 0.1 0.0 0.0
H 2.692831 2.472428 1.148804 0.1 0.0 -0.2
H 3.873970 2.592220 6.357051 0.2 0.0 0.0
H -2.928386 -4.422362 3.588650 0.0 0.0 0.0
H 2.167389 -4.987493 -4.185712 -0.2 0.0 0.0
H -2.820561 4.166739 -3.741495 0.0 -0.1 -0.1
H -0.077287 3.912816 4.100531 0.0 0.1 0.0
H -1.068638 -5.509698 2.372930 0.1 0.0 0.0
H 2.646578 -4.167084 -2.151336 0.0 0.0 0.0
H -2.677443 1.710368 -3.296575 0.1 0.0 -0.1
H 2.146517 -1.111898 3.526096 0.1 0.0 0.1
H 4.729874 1.508803 5.236512 0.1 0.0 0.1
H -4.103318 -2.510164 2.562057 0.0 0.0 0.1
H 2.884541 -1.046602 1.130322 0.1 0.1 -0.1
H -0.305005 0.251941 -6.699771 -0.1 0.0 0.0
H -1.801284 0.302023 -5.718177 -0.1 0.1 -0.1
H -1.639826 5.951621 0.383946 0.1 -0.2 0.1
```
Forces are in eV/Å.

Its relative energy (zero: lowest compared OMol25 entry of this formula, charge and spin) is 283.7 kJ/mol. The net charge is +2. The calculation puts the frontier orbital gap (spin up / spin down) at 3.1 / 3.1 eV. The calculation puts the max |F| at 4.0 eV/A.

These are the Löwdin partial charges, in e, on atoms 1 to 2:
1 Pt 1.13
2 I 1.19

The following is a DFT calculation (the ωB97M-V functional and the def2-TZVPD basis) of a gas-phase ion, C8H11N2O2 (charge +1).

XYZ file:
```
23
Properties=species:S:1:pos:R:3:forces:R:3
O -1.150603 -2.392664 0.661017 0.6 -2.2 1.5
O 1.202038 0.041434 -0.661756 1.4 1.2 -1.8
N 1.497061 3.136585 -0.092818 -1.0 -0.3 -0.1
N -2.226193 0.471701 0.536368 -3.2 2.4 -0.4
C -0.945011 2.734431 0.489804 -0.6 -4.1 -0.9
C 0.936999 -1.197870 -0.150588 -1.7 -1.6 2.0
C 1.705117 -2.272929 -0.829495 2.1 -1.0 0.2
C 0.537800 0.973827 -0.090013 -4.8 -1.8 0.2
C -0.735465 -1.430944 -0.193916 1.7 -2.9 -4.0
C 0.372498 2.296886 0.021254 1.9 -0.5 0.3
C -2.073012 1.946041 0.659961 0.3 1.0 1.0
C -1.329979 -0.220146 0.023619 5.1 4.6 0.0
H -0.513710 -3.145271 0.613531 -0.8 0.6 0.2
H 2.438574 2.770040 -0.232382 -0.8 0.0 0.1
H 2.650706 -2.483294 -0.259559 -0.9 0.1 -0.3
H 1.219715 -1.116690 0.915690 -0.6 -0.5 -0.1
H -0.968752 -1.844920 -1.313909 0.6 1.5 1.9
H -3.236514 0.111158 0.570806 1.7 0.6 0.6
H 1.445856 4.072642 0.253099 0.0 0.2 0.2
H -2.949064 2.420219 1.149367 0.6 -0.5 -0.6
H 1.251074 -3.263380 -1.013937 -0.3 0.7 0.3
H 2.093162 -1.911488 -1.765133 -0.2 0.1 -0.7
H -0.935517 3.743739 0.679071 -0.9 2.2 0.6
```
Forces are in eV/Å.

Its relative energy (zero: lowest compared OMol25 entry of this formula, charge and spin) is 625.6 kJ/mol. The net charge is +1. The calculation puts the frontier orbital gap at 7.8 eV. The calculation puts the max |F| at 6.8 eV/A.

These are the Löwdin partial charges, in e, on atoms 1 to 2:
1 O 0.03
2 O 0.04

The following is a DFT calculation (the ωB97M-V functional and the def2-TZVPD basis) of 9 unconnected molecules or ions with the total composition H19O9.

XYZ file:
```
28
Properties=species:S:1:pos:R:3:forces:R:3
O -1.041247 -2.291066 2.806541 -0.1 0.6 -0.2
O 0.537569 -3.236549 0.939483 1.6 -0.6 0.1
O 2.431001 2.732011 -0.963226 -0.1 -1.6 -0.4
O 0.046681 2.022803 0.203308 -0.6 2.0 -1.7
O -3.646786 -1.106488 -0.162713 -0.8 0.6 -1.1
O 2.459924 -1.523711 1.757732 0.2 -0.4 -1.1
O 2.413900 0.760702 1.053238 0.1 0.7 -2.7
O -0.337254 0.464027 -1.974005 2.0 -0.3 0.7
O -2.408382 1.555578 -3.352395 -0.1 0.2 1.0
H 2.241128 3.589793 -0.604405 0.6 0.7 0.2
H 1.831987 -1.656658 2.491116 -0.2 -0.7 -0.5
H -1.543692 -1.649163 2.270964 0.1 -0.6 0.6
H 2.857834 1.076067 0.158334 -1.2 -0.7 2.5
H -4.343592 -0.491321 -0.515833 1.0 -0.9 0.6
H -0.916089 0.112146 -1.308561 -0.6 -0.2 0.3
H -1.656883 -2.791126 3.347868 -0.3 0.2 0.0
H -2.238335 1.227124 -4.247577 0.4 1.0 0.2
H -1.893404 2.319446 -2.994679 -0.5 -0.9 -1.6
H -0.875813 0.724025 -2.699395 -1.1 0.0 -0.9
H 3.305731 2.635410 -1.352665 -0.1 0.9 -0.1
H -0.456118 2.826713 -0.109830 0.0 -0.8 1.8
H -0.230388 -2.935134 0.465157 -0.7 -0.4 0.1
H 2.311558 -2.131039 0.966138 -0.6 0.1 1.7
H 0.448393 1.986857 -0.690574 0.5 -1.4 0.3
H 0.357124 -3.978946 1.553232 -0.5 0.9 -0.8
H 1.489237 1.072016 0.892751 0.3 0.4 0.3
H -3.449468 -0.803070 0.715228 -0.2 0.4 0.6
H 2.305389 -0.510454 1.354758 0.9 0.7 0.1
```
Forces are in eV/Å.

Its relative energy (zero: lowest compared OMol25 entry of this formula, charge and spin) is 290.3 kJ/mol. The net charge is +1. The calculation puts the frontier orbital gap at 11.0 eV. The calculation puts the max |F| at 2.9 eV/A.

These are the Löwdin partial charges, in e, on atoms 1 to 2:
1 O -0.06
2 O -0.06

The following is a DFT calculation (the ωB97M-V functional and the def2-TZVPD basis) of a single C5H8N2 molecule.

XYZ file:
```
15
Properties=species:S:1:pos:R:3:forces:R:3
N 0.742184 -0.013450 -0.233740 -0.1 -0.1 0.0
N -2.731358 0.643655 -0.180264 0.1 -0.3 0.1
C 0.240187 -1.224436 0.160998 0.0 0.1 0.0
C 2.127430 0.365515 -0.128150 0.1 0.0 0.0
C -1.104955 -1.234552 0.323957 0.0 0.0 0.0
C -0.330064 0.964993 -0.133989 0.0 0.1 -0.1
C -1.586299 0.116178 0.014286 0.0 0.2 0.0
H -1.707672 -2.106162 0.544189 0.1 0.2 0.0
H 2.359630 0.881260 0.816560 -0.1 -0.1 -0.1
H -0.412024 1.614429 -1.008826 0.1 -0.1 0.1
H 0.928880 -2.057888 0.274605 -0.1 0.1 0.0
H -3.479310 -0.038728 -0.058835 0.1 0.0 0.0
H 2.398337 1.028367 -0.957795 0.0 -0.1 0.1
H 2.750994 -0.531305 -0.194899 -0.1 0.1 0.0
H -0.195954 1.592121 0.761901 0.0 -0.1 -0.1
```
Forces are in eV/Å.

Its relative energy (zero: lowest compared OMol25 entry of this formula, charge and spin) is 95.0 kJ/mol. The net charge is 0. The calculation puts the frontier orbital gap at 8.7 eV. The calculation puts the max |F| at 0.4 eV/A.

These are the Löwdin partial charges, in e, on atoms 1 to 2:
1 N -0.20
2 N 0.11

The following is a DFT calculation (the ωB97M-V functional and the def2-TZVPD basis) of a molecular structure, C46H41CaN6O3P2S2.

XYZ file:
```
101
Properties=species:S:1:pos:R:3:forces:R:3
Ca -1.241460 -0.637533 -0.686474 3.1 -3.3 0.7
S 0.736640 1.078367 -1.060874 2.0 1.6 0.7
S -3.438160 0.685467 -1.121774 -1.7 0.6 -0.2
P 2.980140 -0.531433 0.173526 1.1 0.0 -0.3
P -0.223660 -0.443733 1.753026 0.3 0.2 1.8
O -0.068360 1.807767 -2.038474 -0.9 0.4 -1.1
O -2.197160 1.161867 -0.485574 -0.9 1.9 -0.2
O -4.451960 0.358267 -0.159674 -0.4 0.4 -0.4
N -2.924960 -0.653733 -1.884074 -0.9 1.4 -0.5
N -0.972760 -3.214833 -0.895074 -0.2 -0.3 0.0
N -5.276060 4.909967 -4.806474 0.0 0.1 -0.1
N -0.007260 -2.443233 -1.638574 0.5 -0.6 -0.8
N -5.092560 -1.043733 -2.553874 0.2 0.0 0.0
N -3.547960 -2.826333 -2.225474 0.1 0.6 0.0
C -6.025160 -1.924533 -2.847774 -0.1 -0.4 0.0
C 4.045840 -4.069533 -2.607674 0.0 0.0 0.0
C -5.776860 3.163667 -3.231474 0.1 0.0 0.0
C 3.807440 -4.270033 -1.257074 0.0 -0.1 0.0
C 0.341740 1.296367 1.729926 0.0 0.0 0.1
C -0.495160 -1.554833 4.336026 -0.1 0.1 -0.1
C -3.987860 1.903267 -2.272974 0.2 -0.4 0.5
C -2.616860 0.914667 2.600526 -0.1 0.1 0.0
C -4.863860 3.880067 -4.018974 0.1 -0.2 0.3
C 6.477940 -1.109733 2.334226 0.1 0.0 0.1
C 0.368940 2.029867 2.919726 0.1 0.0 -0.1
C 3.488440 -3.195633 -0.444974 -0.1 0.1 0.0
C 4.426640 -0.410433 1.301426 -0.3 -0.1 0.1
C -4.507760 -3.690133 -2.521374 -0.3 -0.1 -0.2
C -3.968360 0.922267 2.904926 0.1 0.1 0.0
C -3.880660 -1.517533 -2.233974 -1.5 -1.3 -0.7
C -5.340160 2.183367 -2.367174 -0.1 0.0 0.1
C -5.796160 -3.296733 -2.840974 0.1 0.1 0.0
C -3.068460 2.567367 -3.068274 0.1 0.1 -0.1
C 5.443840 0.944967 3.016026 0.0 0.1 0.1
C 3.619640 -1.717933 -2.335374 0.1 0.1 0.1
C -2.010760 -0.250433 2.146626 0.0 -0.1 -0.2
C 3.944540 3.018967 -2.624474 0.0 -0.1 0.1
C -3.505060 3.543167 -3.938874 0.0 -0.1 0.0
C 0.888940 3.318567 0.532426 0.0 0.2 -0.1
C 4.422840 0.726567 2.113126 0.0 -0.1 -0.1
C 4.773640 1.261167 -1.195874 -0.1 0.0 0.0
C -0.007960 -2.018933 5.545426 0.1 0.0 0.1
C 5.457040 -1.331633 1.423226 -0.2 0.0 -0.1
C 0.874040 4.040067 1.715326 0.0 -0.1 -0.2
C 0.641240 1.956067 0.535826 0.0 -0.1 0.3
C 2.424540 1.623767 -1.433974 0.3 -0.8 0.1
C 0.636940 3.387167 2.914026 0.0 -0.1 0.0
C -2.790860 -1.399433 1.975626 0.3 0.0 -0.1
C 3.466940 0.892067 -0.887574 -0.3 0.0 0.1
C 6.476640 0.025167 3.127226 0.0 0.0 0.0
C -4.137060 -1.389333 2.295126 -0.2 0.0 0.1
C 2.220640 -1.437633 4.879926 0.1 0.0 0.0
C 3.931340 -2.797433 -3.144774 0.0 -0.1 -0.1
C 2.642940 2.667667 -2.312274 -0.4 0.0 -0.1
C 1.737140 -0.973333 3.670526 -0.1 0.0 -0.1
C -4.726160 -0.226933 2.767526 0.1 -0.2 0.0
C 3.432140 -1.901333 -0.967374 -0.3 0.1 0.2
C 1.347640 -1.957433 5.822626 -0.1 0.0 0.0
C 5.003140 2.319767 -2.059774 0.1 0.0 0.0
C 0.372540 -1.010433 3.393226 0.1 -0.3 -0.2
H -2.047860 1.828867 2.698226 0.0 0.0 0.0
H 3.876940 -5.262933 -0.836774 0.0 -0.1 0.0
H 3.295740 -3.357433 0.607626 0.0 0.0 0.1
H 6.016040 2.594567 -2.310774 0.1 0.0 0.0
H -5.778160 -0.215733 3.007726 -0.1 0.0 0.0
H -4.220960 -4.736633 -2.492974 -0.1 0.0 0.0
H -1.887860 -3.110933 -1.374474 0.2 -0.2 0.0
H 1.791140 3.170967 -2.746874 0.0 0.1 -0.1
H -1.554560 -1.615133 4.131626 0.0 0.0 0.1
H 4.095040 -2.644033 -4.200674 0.0 0.0 -0.1
H -4.433460 1.837067 3.241126 0.0 0.1 0.0
H 3.279640 -1.395733 5.087326 0.1 0.0 0.0
H -6.254860 5.091367 -4.932074 0.0 0.0 -0.1
H -2.015760 2.339767 -2.983774 0.1 0.0 0.0
H 5.432540 1.826167 3.640426 0.0 0.1 0.0
H -6.991360 -1.507233 -3.098774 -0.2 -0.1 0.0
H 0.913440 -2.639133 -1.240074 -0.2 0.2 -0.1
H 5.605040 0.712267 -0.775474 0.0 0.0 0.0
H 2.421140 -0.574633 2.936226 0.0 0.0 0.1
H -6.023260 1.626267 -1.746874 -0.2 0.0 0.0
H 4.132140 3.827767 -3.313074 0.0 0.1 0.0
H -0.741760 -4.215133 -0.941274 -0.1 0.5 0.2
H 0.637340 3.940467 3.841126 0.0 0.0 0.1
H -4.734460 -2.281333 2.169226 0.0 -0.1 0.0
H 0.025740 -2.736533 -2.623974 0.1 0.1 0.4
H 3.544940 -0.731733 -2.773574 0.0 0.0 0.0
H -0.694260 -2.427833 6.272626 0.0 0.0 0.1
H 1.052240 5.103867 1.702726 0.0 0.1 0.0
H -2.323260 -2.315633 1.611826 -0.1 0.0 0.0
H -6.574160 -4.003033 -3.078774 0.0 -0.1 0.0
H -4.630160 5.339667 -5.442574 -0.1 0.0 0.0
H -2.792560 4.069067 -4.556074 0.1 0.1 -0.1
H 7.274140 -1.834233 2.423726 0.1 0.0 0.0
H 3.612540 1.442667 2.024326 0.0 0.1 0.0
H 1.720640 -2.311533 6.770926 0.1 -0.1 0.1
H 4.316840 -4.898133 -3.242874 0.0 -0.1 -0.1
H 0.168240 1.526967 3.857026 0.0 0.0 0.0
H 5.474340 -2.217433 0.805426 0.0 0.0 0.0
H 7.274640 0.196467 3.833426 0.1 0.0 0.1
H -6.826760 3.400667 -3.301274 -0.2 0.0 0.0
H 1.080440 3.815367 -0.407374 0.0 0.1 -0.1
```
Forces are in eV/Å.

Its relative energy (zero: lowest compared OMol25 entry of this formula, charge and spin) is 158.4 kJ/mol. The net charge is +1. The calculation puts the frontier orbital gap at 8.0 eV. The calculation puts the max |F| at 4.6 eV/A.

These are the Löwdin partial charges, in e, on atoms 1 to 2:
1 Ca 1.12
2 S 0.85